This record from the Open Molecules 2025 dataset describes C20H28N4O4 in the gas phase. The level of theory is the ωB97M-V functional and the def2-TZVPD basis.

```
! RIJCOSX wB97M-V def2-TZVPD def2/J DEFGRID3
* xyz 0 1
H 2.0683 0.5528 0.6146
H -5.7924 0.7740 2.6440
H -4.1965 -4.8773 2.8632
H -4.3265 1.7578 2.8530
C 1.0120 0.6110 0.3936
H 5.6947 2.4104 -5.6748
H -5.0129 -3.9031 1.6292
H 4.2476 3.3355 -6.2843
C 3.7471 1.4882 -5.1545
C -0.5974 -0.7821 -0.7814
H -2.9901 -3.7439 4.7959
C -4.7321 -1.4738 2.8837
C 0.1580 1.5708 1.1759
C -3.5584 -2.8342 4.5970
C -2.6184 -0.2874 2.4215
O -5.9484 -1.4776 2.9219
H -2.0583 -0.9320 3.1006
H 4.2062 0.5301 -4.9530
H 0.6342 2.1414 1.9616
C 4.6371 2.6112 -5.5845
C 1.6682 -0.3968 -1.8387
C 0.5477 0.2203 -1.0094
C 4.9051 1.5584 -1.9604
H -2.9600 -1.9798 4.9195
C -2.3138 -0.6985 0.9775
H -4.4620 -2.8568 5.2085
H 0.3105 -0.3831 2.2993
C 4.9584 2.3710 -3.0514
C -4.7564 0.8925 2.3454
H 0.1699 1.1022 -1.5361
C -4.7610 -3.9597 2.6878
H 2.7474 1.4415 -5.5641
N 6.8053 2.7711 -1.8683
C 3.9002 0.5786 -1.4883
C 0.0100 0.0856 1.3717
O -3.1734 -1.1509 0.2441
O 4.1350 -0.1359 -0.5267
H 2.6120 1.1437 -2.9635
H -3.0267 -2.7374 2.5113
C 4.0616 2.6163 -4.1974
H -5.6916 -4.0042 3.2514
H 6.4487 1.4440 -0.3295
H -0.2400 -1.8105 -0.9033
H -4.7190 1.0524 1.2637
C -3.9356 -2.7536 3.1144
H 1.2629 -0.7998 -2.7698
H -1.4453 -0.6428 -1.4489
C 6.1019 1.8702 -1.2570
O 6.0844 3.0941 -3.0100
H 2.1229 -1.2213 -1.2883
N 2.7208 0.5475 -2.1609
N -4.0252 -0.3065 2.7164
N -1.0203 -0.5570 0.5982
H -0.6463 2.0759 0.6542
H -2.2415 0.7240 2.5893
H 3.2716 3.3333 -4.0035
*
```

Molecular weight in g/mol: 388.47
Highest occupied orbital energy in eV: -9.0281
Gap between HOMO and LUMO in hartree: 0.3432
Relative energy (zero: lowest compared OMol25 entry of this formula, charge and spin) in eV: 3.597
E_tot in eV: -35343.52824